1.
Computed, not measured: a single H2NO2P molecule, with ωB97M-V with the def2-TZVPD basis set.

Geometry as XYZ:
```
6
Properties=species:S:1:pos:R:3:lowdin_charge:R:1
N 0.765 0.101 -0.153 -0.084
O -1.753 2.025 -0.266 -0.434
O -0.564 -0.270 0.280 -0.505
P -2.100 0.717 0.220 0.923
H 0.687 0.746 -0.906 -0.055
H -0.377 -0.989 0.970 0.156
```

Kohn-Sham gap (alpha / beta) (eV): 6.292 / 6.068
E_HOMO (alpha / beta) (eV): -7.5227 / -7.3608
2S+1: 1
M (g/mol): 78.99
ΔE to the lowest compared entry with this formula, charge and spin (kJ/mol): 471.10

2.
Computed, not measured: 2 unconnected molecules or ions with the total composition H2NO2S, with ωB97M-V with the def2-TZVPD basis set.

Geometry as XYZ:
```
6
Properties=species:S:1:pos:R:3:lowdin_charge:R:1
N -1.324 0.230 0.263 -0.293
O 0.863 1.365 -0.600 -0.467
O 0.066 -0.754 -1.627 -0.455
S 0.043 0.153 -0.487 0.390
H -1.289 0.544 1.198 -0.056
H 1.642 -1.538 1.253 -0.119
```

Kohn-Sham gap (alpha / beta) (eV): 8.912 / 5.888
Net charge: -1
E_HOMO (alpha / beta) (eV): -4.9530 / -2.5781
2S+1: 1
M (g/mol): 80.09
ΔE to the lowest compared entry with this formula, charge and spin (kJ/mol): 340.72

3.
Computed, not measured: 2 unconnected molecules or ions with the total composition H2NO2S, with ωB97M-V with the def2-TZVPD basis set.

Geometry as XYZ:
```
6
Properties=species:S:1:pos:R:3:lowdin_charge:R:1
N -2.028 0.306 0.062 -0.258
O 1.830 -1.329 0.211 -0.541
O 1.963 1.095 -0.410 -0.561
S 1.310 0.009 0.411 0.746
H -1.846 -0.783 0.156 -0.141
H -1.229 0.702 -0.431 -0.246
```

Kohn-Sham gap (alpha / beta) (eV): 6.531 / 3.804
Net charge: -1
E_HOMO (alpha / beta) (eV): -3.0806 / -1.3155
2S+1: 1
M (g/mol): 80.09
ΔE to the lowest compared entry with this formula, charge and spin (kJ/mol): 241.83

4.
Computed, not measured: a gas-phase ion, H2NO3S2 (charge -1), with ωB97M-V with the def2-TZVPD basis set.

Geometry as XYZ:
```
8
Properties=species:S:1:pos:R:3:lowdin_charge:R:1
N 0.260 -0.213 -1.716 -0.419
O -0.522 -1.208 0.989 -0.431
O 0.589 0.529 2.392 -0.434
O -1.138 1.121 0.859 -0.422
S 1.445 0.294 -0.508 0.543
S -0.110 0.187 1.155 0.125
H 0.029 -1.192 -1.453 0.007
H -0.553 0.482 -1.719 0.031
```

Kohn-Sham gap (alpha / beta) (eV): 4.708 / 6.406
Net charge: -1
E_HOMO (alpha / beta) (eV): -0.9915 / -5.1332
2S+1: 3
M (g/mol): 128.15
ΔE to the lowest compared entry with this formula, charge and spin (kJ/mol): 206.58

5.
Computed, not measured: 2 unconnected molecules or ions with the total composition H2NO3S3, with ωB97M-V with the def2-TZVPD basis set.

Geometry as XYZ:
```
9
Properties=species:S:1:pos:R:3:lowdin_charge:R:1
N 0.143 1.101 0.458 -1.017
O 0.197 -1.825 2.058 -0.358
O 2.392 -1.414 0.784 -0.369
O 0.323 -2.129 -0.334 -0.409
S -1.200 1.166 1.570 0.524
S -0.098 1.113 -1.207 0.459
S 0.919 -1.517 0.870 0.539
H -1.947 0.360 0.945 -0.238
H -0.494 -0.272 -1.326 -0.131
```

Kohn-Sham gap (alpha / beta) (eV): 7.090 / 6.438
Net charge: -1
E_HOMO (alpha / beta) (eV): -4.0037 / -3.6330
2S+1: 1
M (g/mol): 160.22
ΔE to the lowest compared entry with this formula, charge and spin (kJ/mol): 212.15

6.
Computed, not measured: a gas-phase ion, H2NO4S (charge -1), with ωB97M-V with the def2-TZVPD basis set.

Geometry as XYZ:
```
8
Properties=species:S:1:pos:R:3:lowdin_charge:R:1
N 1.505 0.441 -0.262 -0.183
O -2.142 0.565 0.866 -0.353
O -1.197 -0.288 -1.254 -0.343
O -0.479 -1.296 0.868 -0.396
O 0.533 1.164 0.358 -0.355
S -1.104 -0.146 0.158 0.522
H 1.046 0.050 -1.042 -0.005
H 1.838 -0.490 0.308 0.113
```

Kohn-Sham gap (eV): 8.288
Net charge: -1
SMILES: NOS(=O)(=O)[O-]
E_HOMO (eV): -4.1411
2S+1: 1
M (g/mol): 112.09
ΔE to the lowest compared entry with this formula, charge and spin (kJ/mol): 70.80

7.
Computed, not measured: a gas-phase ion, H2NO4S (charge -1), with ωB97M-V with the def2-TZVPD basis set.

Geometry as XYZ:
```
8
Properties=species:S:1:pos:R:3:lowdin_charge:R:1
N -0.813 -0.714 0.150 -0.145
O 1.314 -0.568 -1.144 -0.335
O -0.517 0.978 -1.692 -0.373
O 0.811 1.262 0.351 -0.386
O 0.010 -0.848 1.340 -0.195
S 0.331 0.357 -0.706 0.382
H -1.724 -0.397 0.276 0.037
H 0.587 -0.071 1.426 0.016
```

Kohn-Sham gap (eV): 9.273
Net charge: -1
SMILES: O=S(=O)([O-])NO
E_HOMO (eV): -5.0266
2S+1: 1
M (g/mol): 112.09
ΔE to the lowest compared entry with this formula, charge and spin (kJ/mol): 17.79

8.
Computed, not measured: a molecular structure, H2NO5PS, with ωB97M-V with the def2-TZVPD basis set.

Geometry as XYZ:
```
10
Properties=species:S:1:pos:R:3:lowdin_charge:R:1
N -0.272 -0.069 0.185 -0.011
O -2.584 0.592 -1.202 -0.222
O 0.811 -1.137 -4.017 -0.178
O 1.542 -0.997 -1.652 -0.231
O -1.300 -1.576 -1.742 -0.292
O -0.097 0.538 -2.379 -0.300
P -1.380 -0.198 -1.053 0.444
S 0.595 -0.709 -2.663 0.698
H 0.505 -0.639 -0.081 0.022
H -0.214 0.898 0.419 0.071
```

Kohn-Sham gap (eV): 10.132
E_HOMO (eV): -12.0374
2S+1: 1
M (g/mol): 159.06
ΔE to the lowest compared entry with this formula, charge and spin (kJ/mol): 157.20

9.
Computed, not measured: a single H2NOP molecule, with ωB97M-V with the def2-TZVPD basis set.

Geometry as XYZ:
```
5
Properties=species:S:1:pos:R:3:lowdin_charge:R:1
N -0.182 0.936 -0.248 -0.487
O 0.054 1.782 0.596 -0.116
P -0.419 -0.624 -0.009 0.804
H 0.358 -1.092 0.927 -0.149
H 0.189 -1.002 -1.266 -0.053
```

Kohn-Sham gap (eV): 8.376
SMILES: O=NP
E_HOMO (eV): -8.8860
2S+1: 1
M (g/mol): 63.00
ΔE to the lowest compared entry with this formula, charge and spin (kJ/mol): 449.22

10.
Computed, not measured: 2 unconnected molecules or ions with the total composition H2NOS, with ωB97M-V with the def2-TZVPD basis set.

Geometry as XYZ:
```
5
Properties=species:S:1:pos:R:3:lowdin_charge:R:1
N -0.486 -0.292 -0.388 -0.519
O -1.093 0.663 0.006 -0.356
S 1.466 0.131 -0.089 0.218
H -1.109 -1.963 0.406 -0.082
H 1.222 1.461 0.065 -0.262
```

Kohn-Sham gap (alpha / beta) (eV): 6.281 / 7.140
Net charge: -1
E_HOMO (alpha / beta) (eV): -2.1361 / -2.7490
2S+1: 1
M (g/mol): 64.09
ΔE to the lowest compared entry with this formula, charge and spin (kJ/mol): 283.83

11.
Computed, not measured: 2 unconnected molecules or ions with the total composition H2NOS2, with ωB97M-V with the def2-TZVPD basis set.

Geometry as XYZ:
```
6
Properties=species:S:1:pos:R:3:lowdin_charge:R:1
N -2.587 0.471 0.020 -0.675
O -3.723 0.869 -0.043 -0.258
S 1.048 -0.451 -0.091 0.335
S -2.130 -1.170 -0.051 0.299
H -0.266 -0.589 -0.104 -0.454
H 0.806 0.365 -1.108 -0.247
```

Kohn-Sham gap (eV): 6.829
Net charge: -1
E_HOMO (eV): -3.0929
2S+1: 1
M (g/mol): 96.16
ΔE to the lowest compared entry with this formula, charge and spin (kJ/mol): 133.96

12.
Computed, not measured: a molecular structure, H2NOS2, with ωB97M-V with the def2-TZVPD basis set.

Geometry as XYZ:
```
6
Properties=species:S:1:pos:R:3:lowdin_charge:R:1
N -0.571 -0.110 -0.923 -0.455
O 0.109 2.170 1.065 -0.669
S -2.302 -0.384 1.392 0.003
S -0.634 0.182 0.589 0.188
H -0.005 0.579 -1.397 -0.044
H 0.294 -0.712 1.222 -0.023
```

Kohn-Sham gap (alpha / beta) (eV): 8.047 / 8.041
Net charge: -1
E_HOMO (alpha / beta) (eV): -4.3734 / -4.3647
2S+1: 1
M (g/mol): 96.16
ΔE to the lowest compared entry with this formula, charge and spin (kJ/mol): 386.91

13.
Computed, not measured: a single H2O4S3 molecule, with ωB97M-V with the def2-TZVPD basis set.

Geometry as XYZ:
```
9
Properties=species:S:1:pos:R:3:lowdin_charge:R:1
O -1.131 0.885 -0.279 -0.607
O 1.000 1.767 0.156 -0.383
O -1.712 -1.097 1.059 -0.514
O 0.899 -0.538 -0.851 -0.799
S -1.999 -0.499 -0.210 0.863
S 2.238 -1.140 -0.081 0.712
S 0.327 0.536 0.405 0.792
H -3.018 0.383 -0.032 0.008
H 3.396 -0.296 -0.164 -0.072
```

Kohn-Sham gap (eV): 10.073
E_HOMO (eV): -9.9697
2S+1: 1
M (g/mol): 162.21
ΔE to the lowest compared entry with this formula, charge and spin (kJ/mol): 130.34